Record 1
ORCA calculation (the ωB97M-V functional and the def2-TZVPD basis) on a molecular structure, C35H27Cl3CuF2N4SSi.

CARTESIAN COORDINATES (ANGSTROEM)
Cu 13.151962 -8.918496 -7.175395
F 15.981685 -13.488849 -7.551550
C 15.636401 -12.443580 -6.723153
C 14.875369 -11.471802 -7.317489
C 14.251339 -10.476564 -6.532748
C 14.485409 -10.400487 -5.165607
C 15.359354 -11.382894 -4.633470
F 15.680462 -11.341808 -3.318084
C 15.986861 -12.401123 -5.367293
C 13.886319 -9.206230 -4.492226
C 13.912106 -8.902935 -3.146569
C 13.256253 -7.813615 -2.631344
C 12.564949 -6.956594 -3.438854
C 12.531475 -7.257868 -4.813981
N 13.194662 -8.316235 -5.284197
H 14.685450 -11.437820 -8.424128
H 16.577013 -13.115729 -4.849713
H 14.563230 -9.558199 -2.517296
H 13.466926 -7.534863 -1.619299
H 12.084066 -6.083267 -3.055315
H 12.137796 -6.596218 -5.567363
C 8.929495 -12.710460 -5.193585
C 9.157261 -11.319795 -4.938143
C 9.848336 -10.557048 -5.810936
C 10.380606 -11.132368 -6.991894
C 10.217211 -12.474770 -7.235632
C 9.412853 -13.227741 -6.390374
Si 11.264557 -9.848982 -7.961405
C 11.940201 -10.885206 -9.488529
C 12.538984 -12.092770 -9.351558
C 12.751834 -12.881456 -10.512079
C 12.547341 -12.371622 -11.775956
C 12.269723 -11.001517 -11.910934
C 11.934054 -10.246320 -10.765811
C 9.811924 -8.819747 -8.717211
C 8.436081 -9.152180 -8.728781
C 7.429604 -8.257440 -9.178068
C 7.771263 -6.987735 -9.645356
C 9.112527 -6.569895 -9.515541
C 10.061057 -7.455077 -9.062246
H 8.318997 -13.352014 -4.506361
H 8.772079 -10.938057 -3.948551
H 10.054378 -9.542517 -5.595184
H 10.614425 -12.929500 -8.198013
H 9.267683 -14.238220 -6.623658
H 12.771633 -12.469314 -8.336690
H 12.981403 -13.922910 -10.236212
H 12.806543 -12.962109 -12.594646
H 12.276387 -10.506572 -12.855757
H 11.654516 -9.218503 -10.784988
H 8.105899 -10.117233 -8.372153
H 6.405605 -8.555307 -9.122644
H 6.949750 -6.413845 -10.003855
H 9.497258 -5.654984 -9.911733
H 11.122105 -7.104279 -9.214201
C 14.452600 -16.768928 -2.256461
N 13.226138 -16.124329 -2.816263
C 12.059335 -15.795525 -2.054853
C 11.056738 -15.611667 -2.965989
N 11.578142 -15.726351 -4.234454
C 12.958235 -16.057487 -4.169156
S 13.849936 -16.480017 -5.513335
H 14.248831 -17.613028 -1.535079
H 14.935830 -15.955869 -1.618765
H 15.129297 -17.082950 -3.050117
H 12.160341 -15.603782 -0.993258
H 10.006424 -15.367160 -2.770977
H 11.143999 -15.751245 -5.136424
Cl 16.466703 -7.735850 -11.474300
C 15.095373 -6.888867 -10.799604
Cl 15.395422 -5.230089 -10.271999
Cl 13.739087 -7.082169 -12.029786
C 14.565410 -7.579714 -9.562365
N 14.184829 -7.976618 -8.542506

Cartesian forces, eV/Å:
Cu 0.1 -0.4 -0.6
F 0.6 0.3 0.9
C -0.2 -0.3 -0.7
C -0.7 0.9 -0.3
C 0.4 0.1 -1.3
C 0.8 -0.4 0.2
C 0.0 0.4 -0.6
F 0.2 0.0 0.7
C -1.5 1.0 -0.3
C -1.2 0.6 -0.2
C 1.5 -1.7 0.9
C 0.8 0.3 0.4
C -0.6 -0.1 -1.5
C 1.4 -0.6 1.2
N 0.3 -0.4 0.1
H 0.5 -0.4 1.3
H 0.4 -0.6 0.1
H -0.9 0.8 -0.3
H -0.3 -0.1 0.6
H -0.2 0.4 0.2
H -0.4 0.0 0.0
C -0.4 0.7 -0.1
C -1.5 -1.9 2.5
C 0.4 -1.2 -0.9
C -0.1 0.6 0.9
C -0.3 -0.4 -1.5
C 0.5 0.6 1.1
Si 1.0 0.3 -2.0
C -0.6 3.1 0.1
C 0.0 -1.6 -0.5
C -0.1 -0.4 2.1
C 0.5 1.2 1.2
C -0.5 0.5 1.6
C 0.4 -2.5 0.0
C -1.1 1.2 0.3
C 0.1 0.7 -0.2
C 1.8 -0.1 0.3
C 0.5 -0.9 1.1
C -1.0 -0.8 -0.7
C 1.6 -0.9 -0.8
H 0.7 0.8 -0.6
H 0.5 -0.1 -1.2
H 0.1 1.0 0.2
H -0.6 0.6 1.5
H -0.4 -1.5 -0.3
H -0.3 -0.1 -0.9
H 0.2 0.3 -1.0
H 0.1 -0.9 -1.4
H 0.0 0.1 -0.7
H -0.3 0.6 -0.4
H 0.1 -0.2 0.0
H -0.5 -0.2 -0.2
H -0.2 0.9 -0.3
H -0.3 0.7 -0.1
H -1.0 -0.5 0.8
C -0.3 1.7 1.6
N 0.0 -0.5 -0.3
C 0.6 -0.3 -1.6
C -0.1 0.4 0.9
N 2.4 -0.5 0.9
C -1.9 -0.5 0.5
S 0.2 0.2 0.4
H -0.3 0.7 -1.1
H -0.2 -1.1 -0.9
H -0.3 0.1 0.0
H -0.4 -0.3 -0.3
H 0.7 0.0 -0.2
H -0.4 0.2 0.0
Cl 0.5 0.3 0.2
C -2.0 -1.5 1.2
Cl 0.1 0.0 -0.7
Cl 0.6 0.7 0.5
C 0.7 0.3 -0.3
N 0.0 0.5 -1.0

Computed properties:
- molar mass (u) = 771.68
- E_LUMO (Eh) = 0.0747
- HOMO level (eV) = -3.030
- charge = -1

=====

Record 2
ORCA calculation (the ωB97M-V functional and the def2-TZVPD basis) on a molecular structure, C35H27Cl5NO7P2Rb.

CARTESIAN COORDINATES (ANGSTROEM)
Rb 1.352739 -0.793393 -1.021714
O 2.779141 -0.164195 2.785043
C 2.813688 0.280064 1.516202
O 1.989686 1.025342 1.062452
C 4.022495 -0.238503 0.767331
O 3.913878 0.103036 -0.581606
C 4.941119 -0.465956 -1.389637
C 4.534499 -0.486834 -2.889728
O 5.472380 -0.280359 -3.681923
O 3.340045 -0.778987 -3.119969
H 1.900699 0.072422 3.121680
H 4.066325 -1.325838 0.911246
H 4.919004 0.198083 1.233596
H 5.102906 -1.514567 -1.100669
H 5.874773 0.085349 -1.244031
Cl -1.788799 1.371540 3.142123
C -1.197213 2.296919 1.722779
C -1.072487 1.654746 0.515532
C -0.539605 2.445343 -0.472714
Cl -0.112835 1.693947 -2.035429
C -0.262895 3.805126 -0.359596
Cl 0.330258 4.754477 -1.683124
C -0.470235 4.411804 0.878444
Cl -0.172066 6.107614 1.083803
C -0.914306 3.639081 1.949695
Cl -1.099677 4.383597 3.512316
O 1.373079 -2.439328 1.087285
N 1.203149 -3.343788 0.227067
O 0.248889 -3.161785 -0.552356
C -5.731475 0.483280 0.092236
P -3.852792 0.573409 0.181389
C -3.601443 0.866309 -1.623327
C -3.002842 -0.034129 -2.498415
C -2.840373 0.280454 -3.841825
C -3.239675 1.514952 -4.326702
C -3.798400 2.441711 -3.455281
C -3.977123 2.115964 -2.120774
C -3.494864 -1.229861 0.297251
C -4.170283 -2.192801 -0.456900
C -3.889001 -3.539728 -0.308649
C -2.918453 -3.950659 0.597545
C -2.227518 -3.007449 1.336404
C -2.512312 -1.655192 1.185558
P -6.419450 0.718663 1.783380
C -8.191162 0.291766 1.513155
C -8.952946 -0.227812 2.562268
C -10.303221 -0.496436 2.404985
C -10.932130 -0.240319 1.193080
C -10.194493 0.294033 0.147730
C -8.840275 0.558172 0.307681
C -5.849277 -0.786897 2.653606
C -6.156157 -2.082898 2.242932
C -5.654553 -3.175142 2.928342
C -4.835179 -2.985410 4.035647
C -4.522255 -1.703073 4.453539
C -5.031528 -0.608486 3.765326
H -6.130886 -0.400910 -0.408499
H -6.044368 1.373601 -0.460254
H -2.634744 -0.982071 -2.128660
H -2.374868 -0.439655 -4.503749
H -3.092801 1.766039 -5.370075
H -4.077894 3.426008 -3.811842
H -4.391398 2.857751 -1.444187
H -4.907203 -1.887553 -1.191463
H -4.416718 -4.269806 -0.912296
H -2.679949 -5.002363 0.700291
H -1.432815 -3.308262 2.006339
H -1.944211 -0.920649 1.738901
H -8.475261 -0.435830 3.513064
H -10.866827 -0.912311 3.231757
H -11.985027 -0.459484 1.064936
H -10.670508 0.502430 -0.803027
H -8.284290 0.970262 -0.524837
H -6.780975 -2.236065 1.369945
H -5.883669 -4.177565 2.588437
H -4.425475 -3.841828 4.557156
H -3.865403 -1.549226 5.300411
H -4.771663 0.397509 4.073571

Cartesian forces, eV/Å:
Rb -0.2 0.4 -0.9
O 0.0 -0.1 0.0
C 0.2 0.2 0.0
O 0.0 0.0 0.1
C 0.1 0.0 0.0
O 0.2 0.0 0.2
C 0.0 0.0 0.0
C 0.0 0.0 0.0
O 0.0 0.0 0.0
O 0.1 0.1 0.1
H 0.0 0.1 0.0
H 0.0 0.0 0.0
H 0.0 0.0 0.0
H 0.0 0.0 0.1
H 0.0 0.0 -0.1
Cl 0.1 0.0 -0.1
C -0.2 0.0 0.2
C 0.3 -0.1 0.1
C 0.0 0.0 -0.3
Cl -0.3 0.5 -0.1
C 0.0 0.0 0.2
Cl 0.0 0.0 0.0
C 0.0 0.0 -0.1
Cl 0.0 0.0 0.0
C 0.0 0.0 0.0
Cl 0.0 0.0 0.0
O 0.1 -0.3 0.1
N -0.1 -0.4 0.4
O 0.0 -0.4 0.1
C -0.1 0.1 0.2
P -0.2 -0.2 -0.2
C 0.1 0.1 0.0
C 0.0 0.0 0.0
C 0.0 0.0 0.0
C 0.0 0.0 0.0
C 0.0 0.0 0.0
C 0.0 0.0 0.0
C 0.0 0.0 0.0
C 0.0 0.0 0.0
C 0.0 0.0 0.0
C 0.0 0.0 0.0
C 0.0 0.0 0.0
C 0.0 0.0 0.0
P -0.1 0.1 0.0
C 0.0 -0.1 0.0
C 0.0 0.0 0.0
C 0.0 0.0 0.0
C 0.0 0.0 0.0
C 0.0 0.0 0.0
C 0.0 0.0 0.0
C 0.0 0.0 0.1
C 0.0 0.0 0.0
C 0.0 0.0 0.0
C 0.0 0.0 0.0
C 0.0 0.0 0.0
C 0.0 0.0 0.0
H 0.0 0.0 0.0
H 0.1 0.0 -0.1
H 0.0 0.0 0.0
H 0.0 0.0 0.0
H 0.0 0.0 0.0
H 0.0 0.0 0.0
H 0.0 0.0 0.0
H 0.0 0.0 0.0
H 0.0 0.0 0.0
H 0.0 0.0 0.0
H 0.0 0.0 0.0
H 0.0 0.0 0.0
H 0.0 0.0 0.0
H 0.0 0.0 0.0
H 0.0 0.0 0.0
H 0.0 0.0 0.0
H 0.0 0.0 0.0
H 0.0 0.0 0.0
H 0.0 0.0 0.0
H 0.0 0.0 0.0
H 0.0 0.0 0.0
H 0.0 0.0 0.0

Computed properties:
- molar mass (u) = 898.28
- E_LUMO (Eh) = 0.1353
- HOMO level (eV) = -2.738
- charge = -2

=====

Record 3
ORCA calculation (the ωB97M-V functional and the def2-TZVPD basis) on 2 unconnected molecules or ions with the total composition C35H27F2NP.

CARTESIAN COORDINATES (ANGSTROEM)
C 5.915891 2.232247 -3.163602
C 5.710031 2.427313 -1.811741
C 4.513250 2.041289 -1.236305
C 3.533195 1.464353 -2.010609
P 1.966843 0.988127 -1.244070
C 0.830320 2.387206 -1.313034
C -0.439821 2.249362 -0.802356
C -1.320093 3.313684 -0.855945
C -0.917370 4.510314 -1.416768
C 0.359741 4.645180 -1.925939
C 1.238054 3.578574 -1.867608
C 1.243672 -0.379132 -2.173557
C 1.560686 -1.675985 -1.842063
C 1.027199 -2.722938 -2.570705
C 0.177425 -2.461377 -3.627989
C -0.131469 -1.157598 -3.964039
C 0.403128 -0.112710 -3.230911
C 2.250140 0.501631 0.462691
C 1.546605 1.107232 1.344969
N 0.849158 1.705416 2.174236
C 3.729287 1.279933 -3.360880
C 4.924267 1.666920 -3.941822
H 6.854996 2.517407 -3.609002
H 6.479584 2.873372 -1.203112
H 4.332279 2.192995 -0.184735
H -0.730169 1.314410 -0.349846
H -2.310538 3.211975 -0.443761
H -1.599161 5.343749 -1.447943
H 0.675524 5.581629 -2.356770
H 2.241817 3.672114 -2.249918
H 2.233018 -1.861664 -1.020753
H 1.277722 -3.738892 -2.312829
H -0.241223 -3.277733 -4.193416
H -0.785234 -0.954789 -4.797297
H 0.172060 0.909843 -3.484953
H 3.009234 -0.212384 0.709724
H 2.947952 0.838613 -3.958189
H 5.083866 1.524265 -4.998722
F -6.438765 -2.618212 2.796540
C -5.848295 -1.850309 1.849571
C -6.614055 -1.238857 0.870227
C -6.006579 -0.509186 -0.132498
C -4.637513 -0.413436 -0.193144
C -3.832459 -1.042291 0.771183
C -2.408004 -1.102387 0.586987
C -1.460059 -1.403365 1.556071
C -1.628653 -1.244493 2.921504
C -0.750878 -1.799423 3.915797
C -0.105572 -3.028734 3.709120
C 0.660646 -3.611432 4.693810
F 1.208622 -4.837218 4.500237
C 0.834460 -2.952686 5.900766
C 0.240574 -1.723697 6.115424
C -0.552973 -1.154948 5.147680
C -4.477925 -1.729340 1.812074
H -7.682723 -1.372544 0.891570
H -6.612560 -0.035654 -0.886834
H -4.167663 0.148621 -0.981569
H -2.059898 -1.023685 -0.430680
H -0.480549 -1.710470 1.218320
H -2.428518 -0.608265 3.263472
H -0.270690 -3.577001 2.800491
H 1.436996 -3.418455 6.661285
H 0.389125 -1.216079 7.054138
H -1.010960 -0.196324 5.315292
H -3.906995 -2.254084 2.552735

Cartesian forces, eV/Å:
C 0.2 0.0 0.0
C 0.0 0.0 0.2
C 0.3 0.3 0.5
C -0.9 -0.4 0.0
P 0.7 -0.5 2.1
C 0.7 -0.8 -0.1
C -0.6 -0.1 0.2
C 0.0 -0.3 0.1
C 0.0 0.2 0.0
C 0.1 0.1 0.0
C 0.3 0.4 -0.3
C 0.3 0.9 0.1
C 0.2 -0.5 0.2
C 0.1 -0.1 0.2
C -0.1 -0.1 -0.1
C -0.2 0.1 -0.1
C -0.3 0.1 -0.5
C 2.3 -1.8 -5.6
C -6.6 5.6 8.4
N 3.2 -3.1 -3.9
C 0.1 0.0 -0.6
C -0.1 -0.1 -0.2
H 0.1 0.1 -0.1
H 0.1 0.1 0.1
H 0.0 0.0 0.2
H -0.1 -0.1 0.1
H -0.2 0.0 0.1
H -0.1 0.1 0.0
H 0.0 0.1 -0.1
H 0.1 0.1 -0.1
H 0.1 -0.1 0.2
H 0.0 -0.2 0.0
H -0.1 -0.1 -0.1
H -0.1 0.0 -0.1
H -0.1 0.1 -0.1
H 0.3 -0.2 -0.1
H -0.1 -0.1 -0.2
H 0.0 0.0 -0.1
F 0.5 0.6 -0.6
C -0.1 0.0 -0.1
C -0.4 -0.4 0.5
C 0.1 0.2 -0.1
C 0.4 -0.1 -0.1
C -0.3 0.1 0.0
C 0.1 -0.2 1.0
C -0.2 0.0 -0.5
C 0.5 -0.1 0.1
C 0.2 0.0 0.3
C 0.0 -0.5 -0.4
C -0.2 0.0 -0.1
F -0.4 0.9 0.1
C 0.4 -0.5 0.0
C 0.0 0.1 0.0
C -0.4 0.2 -0.3
C 0.2 -0.4 0.4
H -0.2 0.0 0.0
H -0.1 0.1 -0.1
H 0.1 0.1 -0.2
H 0.1 0.2 -0.3
H 0.1 0.0 -0.1
H -0.2 0.2 0.1
H 0.0 -0.2 -0.3
H 0.1 -0.1 0.2
H 0.0 0.0 0.1
H -0.1 0.2 0.1
H 0.2 -0.3 0.2

Computed properties:
- molar mass (u) = 530.58
- E_LUMO (Eh) = -0.2079
- HOMO level (eV) = -9.349
- charge = +1